[1]
Molecular formula: C35H65Br10Cl2IN3O6S
Method: DFT, ωB97M-V with the def2-TZVPD basis set

**Orbital gap**: 0.276 Ha
**Max |F|**: 7.0 eV Å⁻¹

```
! wB97M-V def2-TZVPD RIJCOSX def2/J DEFGRID3
* xyz 1 1
H -3.199 -6.994 -0.602
N 3.381 -1.956 -0.715
O 1.278 1.572 5.860
H 4.036 0.258 -2.131
Br -3.610 -1.028 4.028
C 6.196 -2.095 -3.957
C -0.910 0.755 -3.463
H 0.475 -2.118 -2.445
C 0.609 -2.687 -1.446
C -4.687 4.665 2.554
C 0.495 2.561 6.607
Br -2.838 5.200 2.866
H -4.283 -5.838 -2.683
H 1.737 1.333 3.218
Br 0.427 5.274 0.137
H 6.520 -1.552 2.953
H -0.995 1.140 2.809
H -1.069 -5.571 -2.205
C 0.995 0.516 3.549
Cl -4.291 -0.190 -1.049
C -3.018 1.237 0.943
H 0.901 7.576 0.899
C 0.309 1.020 4.905
H 1.009 2.894 7.563
N -0.612 -3.578 -1.361
H 1.855 -2.006 1.743
O 3.832 -0.391 -4.681
H 0.581 1.862 -5.389
C 0.977 -2.518 1.198
Cl -2.375 -1.909 0.786
Br -5.572 -3.765 5.542
C 0.025 1.364 -2.290
C 1.390 -4.052 1.049
H -1.796 0.159 -3.082
H 0.494 -5.495 -1.255
H -6.445 4.189 3.698
H 4.012 -2.176 1.918
C 4.985 -2.130 1.327
H 0.104 -2.482 1.920
H -0.709 -0.647 2.594
C 0.771 -1.712 -0.182
C 2.257 -1.063 -0.380
C 7.677 -2.377 -3.957
H 5.811 -1.814 -2.977
H 8.245 -1.450 -3.857
H -4.133 1.525 0.955
C 0.372 7.221 0.014
H -0.635 2.957 -6.235
Br 8.189 -3.454 -2.414
C -6.134 -1.983 4.989
C -0.220 2.668 -5.216
H 0.935 7.499 -0.877
H -4.690 -6.603 0.284
C -1.659 -0.695 -0.396
H 0.674 4.564 -2.324
H 0.306 3.513 5.982
C -4.807 -6.359 -1.882
H -2.850 0.603 1.868
C 6.076 -1.129 1.998
H 5.416 -3.188 1.204
C -0.116 -0.338 -0.157
C 2.844 -0.342 -3.935
C -1.049 7.726 0.005
O 2.035 3.827 -4.245
C -1.387 2.054 -4.312
H -1.744 2.820 -3.533
C 2.974 0.405 -2.502
H 1.483 -3.394 -1.608
N 0.566 0.344 -1.348
O -0.055 4.605 -3.008
H 2.873 1.526 -2.753
H 5.954 -1.311 -4.675
Br 5.180 -3.651 -4.545
C 4.680 -1.522 -0.129
H -5.157 4.933 4.670
H -0.512 2.094 6.916
H 5.500 -1.944 -0.821
H -0.235 0.108 5.362
C 0.237 0.751 0.987
H -7.213 -2.057 4.845
C -2.675 0.534 -0.448
I -0.122 -5.517 1.716
H -0.460 1.861 4.742
H -1.717 -1.206 -1.427
C -4.067 -6.333 -0.568
O 0.559 5.375 -5.406
H 8.015 -2.911 -4.844
H 1.323 1.082 0.988
C -5.455 -1.570 3.707
H -0.368 1.689 0.691
H 0.419 -4.758 -2.932
Br -1.882 7.464 -1.737
H -2.438 1.348 -1.200
H -5.939 -0.688 3.282
H -2.414 2.199 1.024
H -1.687 7.235 0.740
H -4.666 3.871 1.809
H -5.005 -7.386 -2.191
H -5.169 5.546 2.127
H 1.523 -0.479 3.697
H -0.237 0.164 -4.188
H 1.826 -0.781 -4.225
Br -6.564 -5.531 -1.720
H 6.872 -0.930 1.193
H -5.929 -1.311 5.822
C 1.832 0.006 -1.491
O 2.464 -4.498 0.637
H 5.524 -0.137 2.169
Br -3.340 -4.560 -0.201
H 3.444 -2.179 -1.714
H 2.683 -0.455 0.493
H -0.541 2.127 -1.636
C -0.174 -4.898 -1.956
H -1.073 8.804 0.171
H -1.335 -3.255 -2.022
C -0.213 0.364 2.467
H 0.824 1.980 -2.828
H -5.429 -2.360 2.958
Br -4.808 2.477 4.398
S 0.575 4.184 -4.507
H 4.808 -0.378 -0.178
H -2.292 1.797 -4.971
C -5.366 4.259 3.839
*
```

[2]
Molecular formula: C72H126N18
Method: DFT, ωB97M-V with the def2-TZVPD basis set

**Orbital gap**: 0.416 Ha
**Energy relative to the best compared isomer or geometry (same formula, charge and spin)**: 3.2461 eV
**Max |F|**: 3.6 eV Å⁻¹

```
! wB97M-V def2-TZVPD RIJCOSX def2/J DEFGRID3
* xyz 0 1
C 22.997 10.225 19.695
C 10.061 13.572 19.256
H 27.627 15.386 21.186
C 16.560 15.056 17.210
C 18.332 22.509 18.117
C 20.662 20.259 14.057
H 22.346 18.778 21.452
H 15.847 17.228 20.854
H 19.633 20.412 14.270
H 15.612 18.801 11.942
H 22.787 20.454 23.890
N 23.165 17.009 16.740
N 21.797 17.116 23.209
H 20.842 20.172 12.994
C 22.232 14.613 16.075
C 17.263 12.441 14.915
C 11.082 13.710 20.353
C 14.357 22.277 23.633
H 16.299 13.004 15.065
N 18.438 19.417 21.205
H 13.281 19.985 18.742
C 20.062 16.621 19.772
H 16.962 14.691 16.268
H 15.587 17.872 13.454
H 16.903 18.607 25.895
H 15.114 16.374 16.208
N 18.710 10.765 22.059
H 21.057 19.156 15.864
H 19.805 24.219 19.384
H 17.119 15.927 17.457
H 20.980 10.096 18.896
H 17.674 13.780 18.452
H 19.364 19.033 25.513
C 15.400 22.108 22.484
H 9.329 12.757 19.339
C 24.180 19.538 22.515
C 20.353 17.480 12.923
C 12.070 12.500 20.387
H 17.080 11.647 14.184
C 14.793 21.976 21.168
C 18.777 19.551 22.283
H 17.265 15.426 11.318
C 19.605 22.150 18.930
H 21.331 14.702 13.457
C 19.457 19.596 23.546
C 20.349 17.940 19.102
H 23.081 20.375 20.856
H 20.062 11.481 15.559
N 14.635 18.567 22.716
H 20.955 10.282 20.552
C 21.573 15.052 25.748
H 21.650 12.291 18.343
H 11.964 19.574 21.493
H 26.814 14.611 19.806
H 11.055 17.245 20.505
H 15.832 19.658 19.003
H 22.941 14.376 12.652
H 15.316 10.146 23.152
C 16.330 16.290 21.220
H 20.787 16.280 20.465
C 18.019 11.899 16.164
C 23.291 19.399 21.288
C 23.892 21.893 23.124
H 10.593 13.836 21.314
H 22.455 14.027 16.979
H 23.994 14.114 15.047
C 15.376 20.037 18.012
H 18.329 18.607 18.660
H 14.225 10.423 21.752
C 21.497 10.600 19.686
C 16.632 13.981 18.279
H 11.684 14.596 20.236
N 16.814 18.972 16.095
H 21.060 23.272 20.157
H 25.773 16.947 21.489
C 12.750 12.481 19.066
C 13.680 23.661 23.730
H 11.458 11.649 20.513
C 22.657 16.030 16.372
H 12.981 18.797 20.215
C 22.463 14.719 13.526
H 13.247 23.935 22.794
N 14.596 14.353 21.505
H 10.905 17.931 23.157
C 19.830 15.568 18.813
H 20.199 12.275 19.282
H 17.252 14.216 23.176
H 16.629 18.742 24.098
H 14.905 7.950 22.034
C 26.912 15.533 20.433
H 17.267 11.428 16.835
H 22.689 15.723 13.590
C 22.912 14.026 14.820
C 12.534 18.667 21.204
H 17.831 17.175 22.516
H 20.457 22.039 18.234
C 19.156 23.346 21.105
H 18.587 15.246 23.576
H 16.597 8.465 21.676
H 25.155 15.273 21.779
H 18.255 21.797 17.273
H 21.285 17.881 18.545
H 15.399 8.671 20.419
H 18.733 17.750 24.487
C 15.755 15.309 12.790
C 21.205 12.105 19.327
H 12.243 16.952 23.411
N 19.588 14.728 18.068
H 21.557 14.113 26.273
H 18.937 17.559 17.449
H 19.534 19.222 17.484
H 12.578 16.612 20.998
C 20.185 17.831 14.370
C 15.160 15.466 16.885
H 19.159 16.737 20.438
C 17.091 16.377 22.506
N 18.451 23.205 21.975
N 20.634 17.418 11.802
H 19.492 10.371 16.705
H 12.181 20.654 16.654
N 23.837 22.952 22.731
H 19.359 21.251 19.494
C 14.462 16.062 18.056
C 15.540 8.728 21.540
H 22.159 18.660 14.603
C 21.808 14.715 24.286
H 13.812 20.767 15.866
H 9.421 14.463 19.053
H 23.878 18.906 20.544
H 14.540 14.617 16.694
H 13.520 21.820 17.109
H 22.383 15.876 27.589
C 16.460 16.105 11.736
N 14.006 16.584 18.979
H 16.234 22.804 22.454
H 15.731 21.078 18.086
H 15.813 12.171 21.733
H 15.730 16.522 10.978
H 16.737 19.114 13.356
C 13.688 18.651 22.054
H 23.565 10.686 18.865
C 17.193 19.112 24.939
N 15.354 14.636 13.628
H 10.543 13.434 18.290
H 19.120 18.087 14.516
C 15.287 15.268 21.431
H 22.702 12.969 14.884
C 17.223 17.355 12.287
H 16.892 15.832 20.456
H 21.243 21.175 14.344
C 18.718 18.832 24.680
C 19.262 18.387 18.073
C 11.342 17.067 22.746
C 21.734 13.129 20.299
C 17.874 15.078 22.784
C 24.498 16.138 19.983
H 17.873 17.013 13.107
C 16.234 18.403 12.738
H 20.476 16.966 14.932
C 15.293 10.137 22.042
C 18.146 13.451 14.293
C 21.114 19.002 14.759
H 18.400 12.796 16.653
N 13.220 12.537 18.014
N 14.235 21.799 20.175
H 27.303 16.284 19.722
H 19.457 20.617 23.762
H 21.120 14.751 15.998
H 16.057 13.065 17.967
H 13.494 21.580 23.602
H 22.672 14.152 24.044
H 16.155 14.204 19.255
H 20.630 15.502 25.955
H 18.921 10.219 15.081
H 14.463 24.405 23.895
H 22.948 16.742 26.018
H 23.543 15.088 26.466
H 18.330 14.716 21.831
C 24.447 14.984 19.033
H 14.971 22.178 24.555
N 24.549 14.051 18.368
H 18.519 23.475 17.575
H 16.427 16.573 23.296
C 11.816 17.329 21.288
C 25.612 16.012 21.003
H 12.878 23.774 24.503
H 17.927 17.647 11.453
H 25.178 19.809 22.206
H 17.438 22.593 18.747
C 13.246 20.821 16.786
H 12.773 12.645 21.198
C 17.599 10.975 21.778
C 13.851 19.842 17.819
H 23.130 9.159 19.599
C 22.686 15.781 26.513
H 16.987 20.145 25.022
H 10.719 16.172 22.797
H 20.516 18.716 19.837
H 20.478 19.209 23.351
C 23.831 20.497 23.632
H 24.439 20.474 24.541
C 16.177 19.400 16.955
H 13.666 18.861 17.408
H 20.919 14.189 23.877
C 19.999 23.311 19.905
C 21.853 16.033 23.588
H 24.254 18.578 22.976
H 23.454 10.570 20.649
C 19.158 10.982 15.866
C 16.200 11.181 21.423
H 15.876 21.134 22.583
N 18.916 14.271 14.093
H 24.736 16.947 19.318
H 23.533 16.201 20.438
H 16.199 11.091 20.361
N 22.109 13.960 21.002
*
```

Calculated values (eV) of LUMO level for the records, taken in order: -3.717; 0.398.
Calculated values (eV) of highest occupied orbital energy for the records, taken in order: -11.21; -10.91.
Calculated values (hartree) of calculated total energy for the records, taken in order: -29344.2297; -3804.4780.